Arrangement P

The molecule C4H5NO2, computed with ωB97M-V/def2-TZVPD.

Kohn-Sham gap: 0.4198 Eh
Highest occupied orbital energy: -10.65 eV
Structure (SMILES): O=C1CCN=CO1
Charge: 0
LUMO energy: 0.774 eV

```
12
Properties=species:S:1:pos:R:3:mulliken_charge:R:1
O 2.00694 -1.33204 -0.93105 -0.5282
C 1.01748 -0.84357 -0.46889 0.5207
C 0.84829 0.62095 -0.14526 -0.3796
C -0.60802 1.05262 0.03792 -0.4237
N -1.43438 0.05452 0.69703 -0.4523
C -1.11868 -1.15107 0.53295 0.0844
O -0.04323 -1.66216 -0.16356 -0.3582
H 1.34254 1.17749 -0.94632 0.3321
H 1.42725 0.80207 0.76781 0.2346
H -1.07624 1.26554 -0.93142 0.2879
H -0.65004 1.98217 0.61341 0.2922
H -1.71192 -1.96651 0.93736 0.3899
```

***

Arrangement Q

The molecule C4H5NO2, computed with ωB97M-V/def2-TZVPD.

Kohn-Sham gap: 0.3509 Eh
Highest occupied orbital energy: -9.47 eV
Charge: 0
LUMO energy: 0.084 eV

```
12
Properties=species:S:1:pos:R:3:mulliken_charge:R:1
O 2.95823 -0.23866 -0.21944 -0.4446
C 1.87181 0.04485 -0.65582 -0.2598
C 0.65628 0.19446 0.22619 0.3727
C -0.15848 1.42643 0.09519 -0.6721
N -0.59697 -0.24568 -0.41490 -0.2305
C -1.60534 -0.85137 0.35925 0.1293
O -2.72843 -1.00740 -0.02948 -0.4574
H 1.69943 0.24479 -1.73300 0.3083
H 0.79639 -0.29347 1.19344 0.3518
H -0.88595 0.37607 -1.18092 0.4367
H -0.76894 1.52156 1.00775 0.1832
H -1.23803 -1.17159 1.35174 0.2827
```

***

Arrangement R

A 2-piece molecular cluster, C4H5NO2 overall, computed with ωB97M-V/def2-TZVPD.

Kohn-Sham gap: 0.3462 Eh
Highest occupied orbital energy: -10.01 eV
Structure (SMILES): CC(=O)C=O.C#N
Charge: 0
LUMO energy: -0.591 eV

```
12
Properties=species:S:1:pos:R:3:mulliken_charge:R:1
C 0.14324 -0.50092 -1.18778 -1.0576
C 0.49411 0.53553 -0.16805 0.6865
O -0.15286 1.52678 0.09904 -0.5213
C 1.81834 0.32505 0.57176 -0.0527
O 2.55793 -0.59351 0.32516 -0.4476
H 0.87887 -0.42724 -1.99671 0.3985
H -0.86233 -0.34308 -1.57751 0.2841
H 0.23288 -1.50480 -0.76234 0.3342
H 2.03125 1.09564 1.33813 0.3646
C -2.39656 -0.01320 1.12451 0.1197
N -2.20424 -1.14666 1.02371 -0.3834
H -2.54064 1.04642 1.21008 0.2750
```

***

Arrangement S

A 2-piece molecular cluster, C4H5NO2 overall, computed with ωB97M-V/def2-TZVPD.

Kohn-Sham gap: 0.2232 Eh
Highest occupied orbital energy: -8.48 eV
Charge: 0
LUMO energy: -2.404 eV

```
12
Properties=species:S:1:pos:R:3:mulliken_charge:R:1
C 1.69676 -0.63656 0.11702 -0.4336
C 1.50634 0.72774 -0.21778 -0.3925
C 0.46295 -1.24369 0.03857 -0.3464
C 0.15965 0.89709 -0.49795 -0.3570
N -0.37142 -0.31484 -0.43613 -0.0394
O -2.89616 0.61608 0.33294 -0.2029
O -2.46127 -0.56535 -0.08898 -0.1714
H 2.62218 -1.11352 0.37189 0.3835
H 2.26713 1.47574 -0.32266 0.3925
H 0.15907 -2.25167 0.22813 0.3914
H -0.38173 1.75944 -0.82859 0.4104
H -2.76351 0.64955 1.30354 0.3655
```

***

Relative energies with respect to the most stable structure, expressed in hartree: arrangement P 0.0000; arrangement Q 0.1564; arrangement R 0.0476; arrangement S 0.2598.

***

Arrangement P

The molecule C4H5NO2, computed with ωB97M-V/def2-TZVPD.

Kohn-Sham gap: 0.3127 Eh
Highest occupied orbital energy: -7.72 eV
Structure (SMILES): Nc1cc(O)co1
Charge: 0
LUMO energy: 0.793 eV

```
12
Properties=species:S:1:pos:R:3:mulliken_charge:R:1
N -2.23906 -0.35199 -0.39241 -0.5571
C -0.88895 -0.02452 -0.31020 0.2010
C 0.26020 -0.75569 -0.30538 -0.5309
C 1.28379 0.18280 0.07414 0.9134
O 2.57423 -0.10095 0.39354 -0.5320
C 0.70789 1.40498 0.15861 -0.7307
O -0.64516 1.27420 -0.08628 -0.3765
H -2.74977 0.20460 0.28858 0.2630
H -2.38529 -1.33401 -0.19342 0.2564
H 0.36412 -1.81581 -0.50235 0.3499
H 2.67306 -1.06040 0.39761 0.3022
H 1.04493 2.37679 0.47757 0.4413
```

***

Arrangement Q

The molecule C4H5NO2, computed with ωB97M-V/def2-TZVPD.

Kohn-Sham gap (spin up / spin down): 0.2950 / 0.2951 Eh
Highest occupied orbital energy (spin up / spin down): -9.23 / -9.24 eV
Charge: 0
LUMO energy (spin up / spin down): -1.208 / -1.207 eV

```
12
Properties=species:S:1:pos:R:3:mulliken_charge:R:1
C 0.77197 -0.96319 0.99825 -0.1140
C -0.96780 -0.16503 -0.50876 0.7085
N -0.56554 0.17870 -1.76490 -0.4665
O 0.67452 -1.57672 -0.13437 -0.6185
C 0.04605 0.65415 0.64466 -0.4717
C 0.26219 1.82650 0.90226 -0.0950
O -1.99884 -0.59684 -0.11190 -0.4816
H 0.43656 0.25186 -1.86986 0.3000
H -0.98125 -0.42119 -2.46797 0.2663
H 1.77443 -0.78561 1.41835 0.3117
H 0.04750 -1.24444 1.78687 0.2453
H 0.50022 2.84181 1.10736 0.4154
```

***

Arrangement R

C4H5NO2 as an isolated structure, computed with ωB97M-V/def2-TZVPD.

Kohn-Sham gap: 0.3769 Eh
Highest occupied orbital energy: -9.30 eV
Charge: 0
LUMO energy: 0.956 eV

```
12
Properties=species:S:1:pos:R:3:mulliken_charge:R:1
N -0.20204 -1.51081 0.70394 -0.6440
C 0.14285 -0.34594 -0.01141 0.7073
C 1.23906 0.56547 0.38516 -0.9705
C -0.36106 0.95860 0.40398 -0.1374
O -0.67253 1.43661 -0.88775 -0.3686
C -0.44613 0.13189 -1.33567 0.3734
O -0.83290 -0.34824 -2.34491 -0.5218
H 0.61027 -2.08914 0.85370 0.2587
H -0.89804 -2.01688 0.17681 0.2594
H 0.90360 1.15946 1.26703 0.3641
H 1.59827 1.14956 -0.45716 0.2448
H -1.11428 0.94442 1.19472 0.4346
```

***

Arrangement S

A 2-piece molecular cluster, C4H5NO2 overall, computed with ωB97M-V/def2-TZVPD.

Kohn-Sham gap: 0.3538 Eh
Highest occupied orbital energy: -9.40 eV
Structure (SMILES): [H]/N=C/C=O.C=C=O
Charge: 0
LUMO energy: 0.227 eV

```
12
Properties=species:S:1:pos:R:3:mulliken_charge:R:1
H -1.40839 -1.99717 1.49325 0.2712
N -0.88296 -1.12436 1.46699 -0.6042
C -1.08567 -0.40984 0.44946 -0.0183
C -0.47159 1.02571 0.38724 -0.1104
O -1.04609 1.87249 -0.27413 -0.5147
H -1.82012 -0.59784 -0.34271 0.4350
H 0.04042 1.21806 1.34264 0.4367
C 1.01476 -0.39935 -1.07442 -0.9913
C 1.61400 0.66869 -0.54296 0.7715
O 2.47321 1.41732 -0.28343 -0.3461
H 1.17189 -1.38338 -0.67028 0.3108
H 0.40053 -0.29032 -1.95167 0.3597
```

***

Relative energies with respect to the most stable structure, expressed in hartree: arrangement P 0.0000; arrangement Q 0.1458; arrangement R 0.1166; arrangement S 0.0865.

***

Arrangement P

The molecule C4H5NO2, computed with ωB97M-V/def2-TZVPD.

Kohn-Sham gap: 0.3981 Eh
Highest occupied orbital energy: -10.04 eV
Structure (SMILES): O=C1NC[C@H]2O[C@@H]12
Charge: 0
LUMO energy: 0.796 eV

```
12
Properties=species:S:1:pos:R:3:mulliken_charge:R:1
O -0.93871 -0.63120 -2.27322 -0.6155
C -0.51001 -0.27567 -1.19408 0.1793
N -1.21390 0.27106 -0.15745 -0.1242
C -0.40345 0.68253 0.98126 -0.3658
C 1.02104 0.26854 0.61495 -0.6256
O 1.00260 -1.39326 0.25362 -0.3728
C 0.93575 -0.35741 -0.71450 0.2684
H -2.22471 0.30462 -0.17245 0.2069
H -0.72579 0.22547 1.92146 0.2779
H -0.42616 1.77580 1.11523 0.2740
H 1.72571 -0.62848 1.04874 0.4729
H 1.72588 -0.33148 -1.45580 0.4245
```

***

Arrangement Q

A 2-piece molecular cluster, C4H5NO2 overall, computed with ωB97M-V/def2-TZVPD.

Kohn-Sham gap: 0.3140 Eh
Highest occupied orbital energy: -8.06 eV
Charge: 0
LUMO energy: 0.485 eV

```
12
Properties=species:S:1:pos:R:3:mulliken_charge:R:1
O 3.38148 0.01056 -0.48145 -0.1972
C 2.30231 -0.19725 -0.80408 -0.0073
C 0.64082 0.53683 0.68477 -0.5544
C -0.33166 1.13294 -0.24167 -0.2709
N -0.30957 -0.34914 -0.22302 -0.0129
C -1.38661 -1.08577 0.32498 0.0405
O -2.33234 -0.57981 0.86039 -0.4419
H 0.29512 -0.80087 -0.92305 0.3709
H 0.24412 0.45758 1.70201 0.2119
H 0.02586 1.51146 -1.20239 0.2218
H -1.29347 1.53616 0.07332 0.2857
H -1.23606 -2.17267 0.23020 0.3538
```

***

Arrangement R

The molecule C4H5NO2, computed with ωB97M-V/def2-TZVPD.

Kohn-Sham gap: 0.3563 Eh
Highest occupied orbital energy: -9.97 eV
Structure (SMILES): O=CC(=O)N1CC1
Charge: 0
LUMO energy: -0.272 eV

```
12
Properties=species:S:1:pos:R:3:mulliken_charge:R:1
O 0.58148 -2.33599 0.62918 -0.4435
C -0.35904 -1.75315 1.10337 0.0483
C -0.60471 -0.25227 0.92469 0.4492
O -1.58187 0.26529 1.42270 -0.5344
N 0.40384 0.40718 0.26403 -0.1217
C 0.19453 1.55697 -0.57263 -0.3756
C 0.69956 0.27044 -1.14380 -0.3186
H -1.14027 -2.24851 1.71131 0.3612
H 0.88853 2.37699 -0.40868 0.2335
H -0.83604 1.84595 -0.76878 0.2452
H 0.00710 -0.31068 -1.75079 0.2302
H 1.74882 0.14805 -1.39557 0.2262
```

***

Relative energies with respect to the most stable structure, expressed in hartree: arrangement P 0.0715; arrangement Q 0.0885; arrangement R 0.0000.

***

Arrangement P

The molecule C4H5NO2, computed with ωB97M-V/def2-TZVPD.

Kohn-Sham gap (spin up / spin down): 0.2825 / 0.2801 Eh
Highest occupied orbital energy (spin up / spin down): -7.16 / -7.15 eV
Charge: 0
LUMO energy (spin up / spin down): 0.526 / 0.476 eV

```
12
Properties=species:S:1:pos:R:3:mulliken_charge:R:1
O -0.73862 2.79315 0.44102 -0.5321
C -0.20486 1.74192 0.23746 0.4955
C -0.87388 0.39578 0.06938 -0.4431
C -0.01989 -1.81476 -0.25325 -0.5038
N 0.23376 -0.51064 -0.20066 0.1453
C 1.36640 0.20169 -0.19116 -0.3276
O 1.12367 1.55210 0.11838 -0.3102
H -1.32841 0.05747 1.00593 0.3374
H -1.62220 0.38349 -0.72152 0.3441
H -1.03272 -2.11916 -0.47846 0.2459
H 0.78526 -2.50807 -0.09699 0.2428
H 2.31989 -0.21338 0.10858 0.3058
```

***

Arrangement Q

The molecule C4H5NO2, computed with ωB97M-V/def2-TZVPD.

Kohn-Sham gap: 0.3544 Eh
Highest occupied orbital energy: -10.09 eV
Structure (SMILES): O=CC(=O)N1CC1
Charge: 0
LUMO energy: -0.448 eV

```
12
Properties=species:S:1:pos:R:3:mulliken_charge:R:1
O 2.81934 1.25605 0.23427 -0.4110
C 2.35963 0.15621 0.36450 -0.0562
C 0.86021 -0.20811 0.34218 0.7041
O 0.60706 -1.21871 0.97316 -0.5451
N -0.05385 0.49777 -0.51939 -0.4127
C -1.15266 -0.46123 -0.69554 -0.3347
C -1.72555 0.66230 -0.01949 -0.2858
H 2.98381 -0.73783 0.60232 0.3108
H -0.99223 -1.33065 -0.07911 0.2791
H -1.42102 -0.61343 -1.73410 0.2561
H -2.56048 1.18933 -0.51873 0.2488
H -1.72425 0.80829 1.04993 0.2467
```

***

Relative energies with respect to the most stable structure, expressed in hartree: arrangement P 0.0000; arrangement Q 0.0254.